(1)
72
Properties=species:S:1:pos:R:3 method="wB97M-V/def2-TZVPD" largest_force_ev_per_a=1.36 orbital_gap_ev=6.49 de_lowest_kcal_mol=15.5 homo_energy_ev=-7.011
Sn 0.029 -0.339 -0.542
O -1.085 0.589 3.503
C -1.450 -0.161 2.460
O -0.622 -0.832 1.874
C -2.899 -0.136 2.136
C -3.781 -0.223 3.213
C -5.142 -0.262 3.022
C -5.629 -0.197 1.719
C -4.767 -0.097 0.642
C -3.372 -0.055 0.820
S -2.442 0.303 -0.641
H -3.360 -0.285 4.203
H -5.815 -0.377 3.853
H -6.686 -0.233 1.536
H -5.176 -0.046 -0.365
N -2.438 2.893 2.577
C -1.284 2.942 1.676
C -1.412 3.803 0.436
C -0.165 3.703 -0.462
N -0.155 2.407 -1.199
C 1.121 3.904 0.324
C 1.206 3.111 1.634
N 1.309 1.662 1.407
C -0.047 3.353 2.460
H -3.279 2.600 2.070
H -2.613 3.813 2.974
H -1.698 1.375 3.498
H -1.137 1.935 1.311
H -1.544 4.845 0.740
H -2.294 3.493 -0.135
H -0.213 4.530 -1.178
H 0.614 2.407 -1.868
H -0.971 2.368 -1.802
H 1.183 4.966 0.593
H 1.984 3.668 -0.305
H 2.066 3.495 2.191
H 1.260 1.155 2.285
H 2.184 1.440 0.941
H -0.125 4.426 2.698
H 0.032 2.803 3.407
C 3.143 0.075 -3.040
Si 2.682 -0.523 -1.341
C 3.928 0.172 -0.143
C 2.814 -2.414 -1.290
C 4.135 -2.885 -1.449
C 4.454 -4.231 -1.425
C 3.438 -5.167 -1.252
C 2.129 -4.725 -1.119
C 1.770 -3.363 -1.118
Si -0.090 -2.972 -1.020
C -0.882 -4.016 0.301
C -0.756 -3.476 -2.688
H 4.236 0.007 -3.086
H 2.850 1.110 -3.266
H 2.722 -0.583 -3.806
H 4.920 -0.189 -0.422
H 3.733 -0.166 0.879
H 3.951 1.274 -0.150
H 4.955 -2.186 -1.578
H 5.476 -4.553 -1.537
H 3.659 -6.230 -1.235
H 1.334 -5.465 -1.005
H -0.810 -5.083 0.079
H -1.948 -3.767 0.361
H -0.429 -3.835 1.280
H -0.409 -4.500 -2.869
H -0.342 -2.861 -3.497
H -1.855 -3.467 -2.747
O -0.695 0.893 -3.875
N -0.063 -0.164 -3.926
O 0.205 -0.789 -4.948
O 0.356 -0.668 -2.773

---

(2)
13
Properties=species:S:1:pos:R:3 method="wB97M-V/def2-TZVPD" multiplicity=2 largest_force_ev_per_a=6.36 orbital_gap_ev="9.12 / 5.97" de_lowest_kcal_mol=41.4 homo_energy_ev="-21.570 / -21.466" s2=0.756 charge=+3
H 1.337 -0.245 1.014
C 0.855 0.342 0.077
C -0.485 1.035 0.223
C -1.489 -0.116 0.130
C -0.767 -1.242 -0.541
O 0.438 -0.864 -0.775
O 1.861 0.937 -0.514
Yb 4.185 0.633 -0.525
Li -0.584 -3.404 -0.366
H -0.573 1.747 -0.609
H -0.544 1.583 1.171
H -2.426 0.056 -0.416
H -1.807 -0.462 1.130

---

(3)
74
Properties=species:S:1:pos:R:3 method="wB97M-V/def2-TZVPD" largest_force_ev_per_a=2.71 orbital_gap_ev="6.34 / 6.39" de_lowest_kcal_mol=77.4 homo_energy_ev="-6.491 / -6.651"
Pd -0.067 0.174 -0.122
C -1.357 -2.196 -6.504
C -1.748 -2.934 -5.398
C -1.376 -2.531 -4.128
C -0.593 -1.397 -3.943
C -0.196 -0.664 -5.062
C -0.581 -1.061 -6.329
P -0.048 -0.900 -2.273
C 0.378 0.899 -2.517
C 1.431 1.458 -1.764
C 1.585 2.839 -1.704
C 0.705 3.677 -2.370
C -0.338 3.134 -3.107
C -0.520 1.763 -3.150
C 1.613 -1.640 -2.201
C 2.287 -2.091 -3.308
C 3.546 -2.692 -3.168
C 4.099 -2.860 -1.929
C 3.436 -2.408 -0.770
C 3.977 -2.566 0.522
C 3.280 -2.137 1.614
C 2.045 -1.477 1.468
C 1.493 -1.250 0.230
C 2.175 -1.763 -0.905
H -1.653 -2.505 -7.496
H -2.340 -3.830 -5.527
H -1.684 -3.104 -3.268
H 0.430 0.208 -4.941
H -0.262 -0.485 -7.187
H 2.212 0.823 -1.353
H 2.407 3.261 -1.143
H 0.830 4.748 -2.321
H -1.021 3.786 -3.635
H -1.360 1.340 -3.690
H 1.857 -1.990 -4.294
H 4.069 -3.031 -4.051
H 5.059 -3.346 -1.816
H 4.948 -3.033 0.627
H 3.677 -2.292 2.609
H 1.543 -1.151 2.373
N 0.296 1.368 4.163
C 0.836 2.483 3.586
C 0.694 2.316 2.240
N 0.084 1.125 1.996
C -0.145 0.575 3.160
H 0.256 1.170 5.150
H 1.258 3.277 4.165
H 0.982 2.957 1.428
H -0.625 -0.374 3.319
C -4.090 2.463 -2.152
C -3.691 2.880 -0.732
C -4.621 2.220 0.292
C -3.710 4.409 -0.591
C -2.338 2.426 -0.487
N -1.249 2.109 -0.315
H -5.110 2.782 -2.356
H -4.032 1.382 -2.258
H -3.430 2.917 -2.887
H -5.651 2.517 0.103
H -4.353 2.517 1.304
H -4.544 1.138 0.217
H -4.712 4.786 -0.782
H -3.023 4.862 -1.303
H -3.408 4.705 0.413
N -3.215 -1.389 2.449
C -2.429 -1.432 1.326
O -2.189 -0.374 0.719
C -1.920 -2.718 0.928
C -1.280 -2.750 -0.283
N -0.846 -2.576 -1.361
C -2.176 -3.823 1.736
N -2.464 -4.664 2.470
H -3.693 -0.524 2.640
H -3.585 -2.239 2.845

---

(4)
16
Properties=species:S:1:pos:R:3 method="wB97M-V/def2-TZVPD" largest_force_ev_per_a=3.69 orbital_gap_ev="5.57 / 7.26" de_lowest_kcal_mol=180.2 homo_energy_ev="-7.328 / -8.110"
C 0.466 -2.429 -0.574
C -1.185 -0.887 0.310
C 1.772 -3.775 2.432
C 0.790 -1.491 -1.711
C -0.880 0.045 -0.769
C 0.461 -0.009 -1.506
O -1.979 -0.653 1.161
O -0.548 -2.187 0.289
I 2.303 -2.428 0.887
I 0.106 -3.169 3.556
H 1.828 -1.674 -2.108
H 0.377 -1.949 -2.704
H -1.539 -0.296 -1.634
H -1.198 1.070 -0.541
H 1.165 0.371 -0.851
H 0.472 0.680 -2.357

---

(5)
11
Properties=species:S:1:pos:R:3 method="wB97M-V/def2-TZVPD" largest_force_ev_per_a=3.50 orbital_gap_ev=7.57 de_lowest_kcal_mol=51.1 homo_energy_ev=-3.712 charge=-1
C -0.372 2.129 -1.265
C 0.702 -1.024 -0.770
O 0.631 2.501 -0.645
O -1.199 2.660 -2.014
O -1.503 0.180 0.816
Si -0.653 0.296 -0.431
H 1.048 -1.641 0.103
H 0.145 -1.711 -1.287
H 1.509 -0.663 -1.302
H -0.399 -1.423 3.705
H 0.089 -1.301 3.090

---

(6)
47
Properties=species:S:1:pos:R:3 method="wB97M-V/def2-TZVPD" largest_force_ev_per_a=0.70 orbital_gap_ev=9.15 de_lowest_kcal_mol=0.0 homo_energy_ev=-8.745 smiles="COC(=O)CN1C(=S)N(c2ccc(Cl)cc2)C(=O)[C@H]1CC(=O)Nc1ccc(F)cc1"
C -3.334 -2.637 0.693
O -2.138 -2.572 -0.079
C -1.227 -1.669 0.245
O -1.321 -0.886 1.157
C -0.054 -1.746 -0.720
N 0.964 -0.775 -0.438
C 2.272 -1.084 -0.319
S 2.926 -2.569 -0.512
N 2.971 0.088 -0.047
C 4.376 0.167 0.113
C 5.032 -0.705 0.972
C 6.404 -0.622 1.118
C 7.110 0.343 0.415
Cl 8.821 0.450 0.601
C 6.457 1.226 -0.432
C 5.087 1.134 -0.587
C 2.131 1.171 0.013
O 2.438 2.318 0.206
C 0.723 0.627 -0.205
C 0.022 1.347 -1.367
C -1.450 0.955 -1.444
O -1.875 0.229 -2.315
N -2.192 1.480 -0.436
C -3.505 1.156 -0.077
C -4.354 0.431 -0.909
C -5.634 0.121 -0.489
C -6.059 0.541 0.758
F -7.306 0.231 1.169
C -5.235 1.270 1.597
C -3.957 1.576 1.173
H -4.175 -2.565 0.006
H -3.356 -3.594 1.213
H -3.364 -1.817 1.412
H -0.451 -1.624 -1.735
H 0.410 -2.737 -0.654
H 4.476 -1.448 1.519
H 6.922 -1.299 1.777
H 7.017 1.974 -0.969
H 4.569 1.815 -1.243
H 0.143 0.758 0.719
H 0.500 1.074 -2.310
H 0.130 2.422 -1.213
H -1.707 2.049 0.244
H -4.009 0.108 -1.877
H -6.304 -0.439 -1.122
H -5.595 1.587 2.563
H -3.300 2.138 1.820